63
Properties=species:S:1:pos:R:3:forces:R:3 method="wB97M-V/def2-TZVPD" spin_multiplicity=2 total_charge=+1 s_squared=0.7560 gap_ev="6.78 / 7.55" e_tot_ha=-3302.232455
Bi 1.702 1.467 0.233 -0.16 0.08 0.22
C 0.073 0.220 -6.160 -0.03 0.04 0.04
C 1.402 0.148 -5.452 -0.07 -0.05 -0.03
O 1.410 1.159 -4.406 0.03 0.14 -0.05
P 2.229 1.130 -3.050 -0.08 -0.50 0.23
S 3.178 2.669 -1.250 0.09 0.03 0.04
S 0.983 0.009 -1.716 0.00 0.09 -0.28
O 3.409 0.137 -3.462 -0.03 0.28 -0.20
C 4.556 -0.308 -2.706 0.09 0.04 0.12
C 5.711 0.669 -2.766 -0.15 0.05 -0.08
H 0.067 -0.490 -6.988 -0.02 0.03 0.02
H -0.100 1.221 -6.556 0.02 -0.05 -0.01
H -0.741 -0.030 -5.478 0.02 0.00 -0.04
H 2.228 0.364 -6.127 0.06 0.02 0.02
H 1.566 -0.832 -5.006 0.02 -0.02 0.06
H 4.835 -1.248 -3.175 -0.06 -0.07 0.00
H 4.249 -0.517 -1.681 -0.06 0.02 0.07
H 5.919 0.947 -3.801 0.04 -0.07 0.04
H 6.599 0.195 -2.344 -0.02 0.01 -0.03
H 5.499 1.573 -2.199 0.03 -0.01 -0.01
O -0.392 2.824 1.040 0.06 0.12 -0.12
S -0.658 4.305 1.292 -0.13 -0.18 0.02
C -1.607 4.357 2.844 -0.05 0.01 -0.09
C -3.070 4.175 2.460 -0.02 0.03 0.00
C -3.265 5.058 1.231 0.01 -0.07 0.02
C -2.127 4.701 0.278 0.06 0.17 0.06
H -1.424 5.338 3.290 0.01 -0.04 0.00
H -1.198 3.578 3.486 0.06 0.04 -0.01
H -3.735 4.457 3.275 0.03 -0.02 0.03
H -3.261 3.128 2.214 0.00 0.02 0.00
H -3.195 6.109 1.520 -0.04 -0.01 -0.03
H -4.235 4.906 0.757 0.03 0.01 -0.01
H -1.870 5.493 -0.423 0.01 -0.04 -0.01
H -2.312 3.775 -0.268 0.01 -0.02 0.00
C -0.810 -4.450 0.457 0.06 -0.08 0.05
C 0.147 -4.815 1.590 -0.04 0.13 -0.15
C 0.501 -3.624 2.471 0.09 -0.09 0.07
N 1.341 -2.685 1.709 -0.27 -0.08 0.07
C 1.668 -1.435 1.958 0.21 0.11 -0.13
S 3.077 -0.791 1.217 0.10 -0.12 0.13
N 0.968 -0.637 2.823 -0.17 -0.14 0.01
C -0.386 -0.568 3.275 0.06 0.01 -0.12
O -0.588 0.030 4.298 0.00 -0.06 0.04
C -1.475 -1.112 2.420 -0.05 0.07 -0.03
C -2.605 -1.631 3.050 0.01 0.01 0.12
C -3.673 -2.079 2.291 -0.01 -0.02 -0.02
C -3.633 -1.979 0.904 0.01 0.02 0.00
C -2.520 -1.438 0.276 -0.02 0.04 0.00
C -1.439 -1.014 1.034 0.06 0.04 0.00
H -0.945 -5.294 -0.220 -0.01 0.03 0.03
H -0.435 -3.606 -0.128 -0.03 -0.06 0.01
H -1.789 -4.174 0.855 0.06 0.02 -0.03
H 1.070 -5.244 1.184 -0.02 -0.03 0.07
H -0.300 -5.579 2.227 0.04 -0.03 0.01
H 1.060 -3.951 3.351 0.05 0.04 0.00
H -0.405 -3.132 2.805 -0.01 0.01 0.00
H 1.922 -3.113 1.002 0.03 0.01 -0.06
H 1.542 0.055 3.283 0.03 0.08 0.02
H -2.631 -1.678 4.132 -0.01 0.01 -0.06
H -4.542 -2.500 2.781 0.02 0.03 -0.02
H -4.474 -2.321 0.314 0.02 0.01 0.02
H -2.487 -1.344 -0.803 -0.01 0.00 0.05
H -0.582 -0.580 0.537 0.04 -0.02 -0.04